[1]
Molecular formula: C6H8O2
Method: DFT, ωB97M-V/def2-TZVPD

Geometry (Å):
C (0.1996, 0.8963, 1.2174)
O (0.7637, 0.6476, -1.0441)
C (-0.2703, 0.5424, -1.8949)
O (-1.1552, 0.6620, 1.5259)
C (-1.1939, -0.2144, 0.3313)
H (1.2973, -1.7747, -0.4559)
H (0.2000, 2.0317, 1.0072)
C (-1.4715, 0.1776, -1.1812)
H (-0.0745, 0.9122, -2.9111)
H (2.0310, -0.7901, 0.2460)
H (-1.1996, -1.2596, 0.7116)
H (-2.5586, 0.1981, -1.6247)
C (0.3688, -0.0172, 0.1424)
H (0.9850, 0.5677, 2.1376)
H (0.9738, -1.3974, 1.4071)
C (1.1044, -1.1821, 0.3855)

Summary:
Molecular weight in g/mol: 112.13
Max |F| in hartree/bohr: 0.13752
Frontier orbital gap in eV: 9.69
Charge: 0
HOMO energy in eV: -8.80

***

[2]
Molecular formula: C41H96F24N3O3P6
Method: DFT, ωB97M-V/def2-TZVPD

Geometry (Å):
C (-2.8547, -3.0798, 18.0221)
C (-3.4590, -9.5130, 9.2739)
C (0.5774, -5.6698, 10.8919)
C (-0.8467, -1.5766, 14.9039)
C (-5.9544, -10.8286, 11.0081)
F (-8.1102, -2.7698, 15.1968)
C (-2.3268, -8.9977, 7.0703)
P (-6.5002, -2.4138, 15.4325)
O (1.3120, -4.9931, 16.4019)
H (-1.8499, -10.1147, 15.7535)
H (-5.7663, -4.6165, 11.7240)
C (0.5943, 1.1943, 6.0488)
H (0.0185, -2.1271, 15.2732)
H (-0.1061, -8.8116, 16.1422)
H (-1.3756, -2.5365, 2.4246)
H (-3.3826, -8.9690, 14.1675)
H (-4.7553, -7.4902, 12.6458)
H (-5.3117, -11.6574, 10.7114)
C (1.5700, -5.8406, 15.5664)
F (-2.0941, -5.8424, 15.6374)
H (-2.0218, -3.4529, 17.4261)
C (-0.4610, -5.8593, 9.7404)
H (-3.7269, -3.1313, 2.7382)
C (1.9235, -3.3125, 6.4281)
H (-1.6581, -12.2532, 14.3163)
C (-6.5697, -5.2130, 12.1562)
H (-9.8890, -11.6788, 12.3441)
C (-3.9061, -4.1608, 18.3669)
F (-1.7827, -7.5497, 18.0766)
C (-7.0671, -11.3890, 11.9296)
F (-6.4288, -2.2064, 13.7944)
H (-0.9836, -3.2500, 8.9351)
O (-1.7670, 0.0488, 12.6205)
F (-1.7834, -9.9344, 20.3668)
F (1.1701, -8.8174, 11.1549)
H (-2.7750, -10.8388, 10.8431)
H (0.4840, -7.1203, 14.3348)
H (1.4364, 1.5113, 4.0685)
C (-9.4029, -12.5978, 12.0165)
H (-7.2609, -4.3768, 12.2618)
H (-7.5857, -13.2405, 10.8711)
H (-0.8985, -1.2132, 4.4592)
F (-1.0834, -9.7783, 18.2112)
H (-8.2792, -11.7232, 10.3279)
C (-6.0150, -7.3206, 10.8560)
H (-9.1272, -13.2635, 12.8344)
H (0.9248, -0.9579, 8.3862)
H (2.4703, -6.1013, 13.6864)
H (-4.2998, -10.0167, 8.7970)
N (-1.0238, -1.9922, 13.4200)
C (0.7748, -8.1801, 16.2580)
F (-1.9422, -6.7202, 13.4961)
H (-10.1499, -13.1545, 11.4507)
C (2.8131, -5.8816, 14.6974)
H (0.2230, -4.8567, 11.5254)
H (-1.7236, -1.9249, 15.4497)
F (-6.6722, -2.5844, 17.0216)
C (-2.0319, -1.1284, 12.7135)
H (-6.0902, -5.7262, 18.1073)
H (0.2635, -2.4219, 4.4116)
H (-0.7136, -0.5015, 15.0247)
H (-0.3302, -6.6161, 15.6005)
F (-4.9314, -2.0312, 15.6436)
H (-0.4176, 0.9813, 5.7042)
O (-4.1850, -4.4456, 19.5487)
C (-3.4679, -1.6239, 12.5131)
C (-0.0326, -3.6528, 8.5865)
H (-1.1123, -2.9892, 13.2853)
H (4.2120, -5.7010, 5.9982)
C (-3.1817, -9.8300, 10.7713)
F (-3.9161, -5.8318, 14.1209)
H (3.5182, -6.6082, 15.1010)
H (0.7188, -3.3301, 9.3072)
H (-4.7240, -6.6596, 18.4567)
P (0.2932, -2.7509, 7.0278)
H (-6.3432, -5.5321, 13.1736)
H (1.5758, -5.5109, 10.4844)
C (3.2142, -3.1189, 7.3693)
F (0.1445, -10.5177, 13.8143)
H (-0.4241, -6.9364, 9.5777)
H (-3.3198, -2.2992, 17.4199)
H (0.7887, -5.5562, 8.0783)
H (-6.4006, -10.4408, 10.0923)
C (-2.3005, -12.1484, 15.1905)
F (1.8132, -10.8616, 12.0758)
C (-3.2009, -2.5581, 3.5016)
H (-2.5274, -2.6438, 18.9659)
H (0.8795, -7.8796, 17.3005)
H (5.0469, -5.4656, 7.4907)
H (2.1531, 0.0484, 6.7522)
H (-3.0326, -12.9503, 15.0940)
H (-1.4478, -5.6542, 10.1553)
N (0.5775, -6.9656, 15.3285)
F (-0.8690, -4.6616, 14.2161)
H (1.7432, -8.6412, 16.0637)
H (-7.6520, -10.5512, 12.3091)
P (-4.6799, -9.8119, 11.7679)
H (3.0722, -3.7866, 8.2191)
H (-1.9261, -2.6613, 6.3927)
F (-0.3805, -8.1369, 19.7344)
C (-0.8169, -2.2997, 4.4887)
H (3.2737, -2.1169, 7.7943)
C (1.5121, 1.9953, 5.0422)
H (2.1232, -2.8945, 5.4414)
C (-4.3484, -10.5547, 13.3919)
H (-0.6839, -0.6814, 7.5187)
C (-0.1322, -5.1758, 8.5202)
H (-1.7492, -12.4093, 16.0939)
F (-0.3800, -8.5887, 12.7120)
H (-3.6959, -8.4572, 9.1429)
H (-5.1158, -4.3112, 16.6888)
H (0.4860, 1.8079, 6.9432)
H (-1.5397, -3.9946, 3.4516)
H (-3.2250, -9.2474, 6.5057)
F (-6.1655, -3.9853, 15.1510)
H (-2.5902, -9.0754, 11.2897)
H (-5.2596, -10.3606, 13.9577)
C (0.3693, -0.9534, 7.4484)
F (-2.5283, -4.7032, 12.6747)
F (-3.2622, -9.2857, 18.6579)
H (0.5622, -6.5961, 11.4663)
F (-2.9491, -3.8636, 14.8270)
P (0.6872, -9.7596, 12.4789)
H (-1.3665, -9.3191, 8.9614)
H (-3.5030, -1.5125, 3.4414)
H (-6.6546, -11.9725, 12.7527)
H (-5.2422, -6.8385, 10.2573)
C (-1.7309, -2.9239, 3.3794)
F (-6.9170, -0.8045, 15.4648)
N (-4.4790, -4.9120, 17.1925)
C (-1.0240, -2.9878, 5.8752)
H (-6.2718, -8.2183, 12.7144)
C (1.1678, -0.1591, 6.3349)
H (4.5630, -2.9901, 5.7204)
H (-0.1801, -1.7090, 12.9425)
C (-5.4084, -8.1321, 12.0546)
F (1.8296, -8.9884, 13.3861)
F (-0.3962, -10.5160, 11.5314)
C (-7.0521, -6.3824, 11.2933)
H (-7.8148, -6.9534, 11.8227)
H (1.0391, 2.9668, 4.8989)
H (-3.4936, -10.6601, 16.1304)
H (-3.4894, -2.6025, 12.0334)
H (-3.5977, -2.7731, 4.4938)
H (3.1985, -4.8619, 14.6998)
H (1.8062, -4.3752, 6.2158)
C (-3.0956, -10.0081, 14.0058)
H (-3.9582, -1.8030, 13.4699)
H (-7.4590, -6.0568, 10.3359)
H (-3.7436, -5.1757, 16.5525)
H (-5.3407, -6.7542, 16.7005)
C (-5.2269, -6.1775, 17.6184)
H (5.3826, -3.1389, 7.1741)
H (2.5564, 2.0632, 5.3470)
H (-2.1756, -10.7698, 8.3460)
C (-2.2370, -9.6838, 8.4161)
H (-1.4962, -9.3303, 6.4478)
C (-8.0509, -12.3162, 11.2135)
H (-6.4433, -8.0186, 10.1366)
C (4.4860, -3.5082, 6.6762)
H (-0.9207, -5.4593, 7.8231)
F (-2.4620, -7.7063, 20.2931)
C (4.8827, -5.0130, 6.5128)
C (-2.7253, -10.6297, 15.3578)
P (-2.3721, -5.2767, 14.1710)
H (5.7630, -5.0135, 5.8701)
H (1.2385, -0.7588, 5.4274)
P (-1.8201, -8.7213, 19.2033)
H (-1.1679, -4.0642, 5.7811)
H (-2.2185, -7.9131, 7.0638)
H (-2.2260, -9.9453, 13.3516)
H (-4.0792, -0.9565, 11.9056)
H (-4.2805, -11.6251, 13.1977)

Summary:
Molecular weight in g/mol: 1321.03
Max |F| in hartree/bohr: 0.11116
Frontier orbital gap (spin up / spin down) in eV: 10.10 / 3.02
Charge: +2
HOMO energy (spin up / spin down) in eV: -14.77 / -14.74
Multiplicity: 2

***

Total energy (eV)
-10441.2669, -175645.0979